DFT (wB97M-V/def2-TZVPD) results for a single C21H33N3O3 molecule.

Cartesian coordinates (Å):
C (1.456, 4.987, 2.795)
H (1.640, 4.928, 1.725)
H (2.403, 4.840, 3.310)
C (0.446, 3.927, 3.219)
C (0.913, 2.526, 2.834)
C (-0.066, 1.457, 3.319)
N (0.165, 0.164, 2.694)
C (1.440, -0.405, 3.081)
H (1.531, -0.523, 4.173)
H (2.250, 0.233, 2.734)
H (1.558, -1.383, 2.620)
C (-0.922, -0.775, 2.940)
H (-0.765, -1.336, 3.876)
C (-1.081, -1.754, 1.776)
C (-1.574, -1.029, 0.522)
N (-1.453, -1.861, -0.652)
C (-2.501, -2.433, -1.272)
O (-3.658, -2.239, -0.961)
C (-2.118, -3.348, -2.442)
H (-3.052, -3.726, -2.861)
C (-1.286, -2.596, -3.494)
N (0.081, -2.925, -3.165)
C (0.214, -3.952, -2.299)
O (1.263, -4.367, -1.857)
C (-1.182, -4.476, -1.994)
H (-1.344, -5.386, -2.574)
H (-1.281, -4.728, -0.939)
C (1.184, -2.089, -3.592)
C (1.131, -0.774, -2.860)
C (0.630, 0.369, -3.460)
C (0.483, 1.548, -2.747)
C (0.831, 1.592, -1.403)
C (1.344, 0.444, -0.792)
C (1.491, -0.719, -1.515)
H (1.894, -1.601, -1.039)
H (1.604, 0.489, 0.253)
O (0.712, 2.686, -0.603)
C (0.143, 3.857, -1.136)
H (-0.873, 3.678, -1.502)
H (0.107, 4.568, -0.312)
H (0.754, 4.271, -1.944)
H (0.092, 2.418, -3.251)
H (0.350, 0.349, -4.504)
H (2.099, -2.636, -3.347)
H (1.125, -1.941, -4.675)
H (-1.524, -2.939, -4.509)
H (-1.443, -1.514, -3.447)
H (-0.512, -2.082, -0.939)
H (-0.980, -0.122, 0.382)
H (-2.629, -0.766, 0.622)
H (-1.789, -2.536, 2.053)
H (-0.123, -2.228, 1.556)
H (-1.855, -0.216, 3.043)
H (-1.076, 1.773, 3.045)
H (-0.021, 1.389, 4.423)
H (1.902, 2.357, 3.265)
H (0.994, 2.458, 1.749)
H (0.298, 3.979, 4.301)
H (-0.516, 4.130, 2.745)
H (1.090, 5.984, 3.030)

## Properties
HOMO energy (eV): -8.54
SMILES: CCCCN(C)CCCNC(=O)[C@@H]1CC(=O)N(Cc2ccc(OC)cc2)C1
Orbital gap (eV): 9.22
LUMO (Ha): 0.02498
Net charge: 0
Strongest force on any atom (eV/A): 0.64
Energy above the lowest of the compared OMol25 structures with the same formula, charge and spin (kJ/mol): 103.34
Energy (a.u.): -1210.0231

=====

DFT (wB97M-V/def2-TZVPD) results for a single C16H18N2O5S molecule at a distorted geometry.

Cartesian coordinates (Å):
O (1.250, 3.924, 0.754)
C (0.771, 2.976, 0.175)
N (1.503, 2.054, -0.498)
H (1.024, 1.308, -0.978)
C (2.944, 1.924, -0.373)
C (3.271, 0.541, 0.083)
C (3.584, -0.588, -0.620)
C (3.670, -1.636, 0.330)
C (3.393, -1.067, 1.534)
O (3.147, 0.245, 1.394)
H (3.347, -1.472, 2.525)
H (3.898, -2.663, 0.135)
H (3.745, -0.663, -1.676)
H (3.262, 2.669, 0.361)
H (3.428, 2.122, -1.334)
C (-0.699, 2.686, 0.108)
C (-1.144, 1.391, 0.355)
C (-2.489, 1.102, 0.264)
C (-3.411, 2.082, -0.051)
C (-2.973, 3.383, -0.254)
C (-1.623, 3.685, -0.172)
H (-1.271, 4.693, -0.331)
H (-3.686, 4.161, -0.481)
H (-4.452, 1.814, -0.130)
S (-3.030, -0.578, 0.583)
O (-3.244, -0.748, 1.988)
O (-4.105, -0.891, -0.316)
N (-1.632, -1.428, 0.180)
C (-1.388, -2.650, 0.922)
H (-1.547, -2.431, 1.977)
C (0.053, -3.083, 0.645)
H (0.266, -4.042, 1.117)
O (0.268, -3.269, -0.736)
C (-0.001, -2.096, -1.463)
H (0.169, -2.341, -2.512)
C (-1.441, -1.619, -1.241)
H (-1.620, -0.667, -1.743)
H (-2.146, -2.364, -1.634)
H (0.698, -1.302, -1.154)
H (0.748, -2.321, 1.030)
H (-2.077, -3.445, 0.606)
H (-0.462, 0.604, 0.635)

## Properties
HOMO energy (eV): -9.06
SMILES: O=C(NCc1ccco1)c1cccc(S(=O)(=O)N2CCOCC2)c1
Orbital gap (eV): 9.48
LUMO (Ha): 0.01530
Net charge: 0
Strongest force on any atom (eV/A): 1.11
Energy above the lowest of the compared OMol25 structures with the same formula, charge and spin (kJ/mol): 344.90
Energy (a.u.): -1504.3724

=====

DFT (wB97M-V/def2-TZVPD) results for an isolated ion of composition C4H10NO2 and charge +2 at a distorted geometry.

Cartesian coordinates (Å):
C (-0.537, -0.314, 1.907)
C (0.681, -0.258, 0.876)
C (0.448, 0.513, -0.462)
C (-0.539, -0.268, -1.301)
O (-0.895, 0.610, -2.388)
O (-1.138, -1.222, -0.917)
N (1.703, 0.607, 1.660)
H (-1.527, -0.298, 1.479)
H (-0.495, 0.557, 2.597)
H (-0.580, -1.089, 2.629)
H (1.236, -1.164, 0.480)
H (1.380, 0.888, -1.027)
H (0.065, 1.476, -0.109)
H (-1.620, 0.053, -2.906)
H (2.344, 0.920, 0.989)
H (2.138, -0.031, 2.434)
H (1.081, 1.298, 2.142)

## Properties
HOMO energy (spin up / spin down) (eV): -21.64 / -21.63
Multiplicity: 2
Orbital gap (spin up / spin down) (eV): 11.99 / 6.87
LUMO (spin up / spin down) (Ha): -0.35481 / -0.54243
Net charge: +2
Strongest force on any atom (eV/A): 6.67
Energy above the lowest of the compared OMol25 structures with the same formula, charge and spin (kJ/mol): 189.65
Energy (a.u.): -362.8190
Expectation value of S²: 0.759

=====

DFT (wB97M-V/def2-TZVPD) results for a single C4H6N2O molecule at a distorted geometry.

Cartesian coordinates (Å):
N (-1.653, 1.015, -0.455)
C (-1.868, 0.026, 0.304)
O (-1.007, -0.997, 0.445)
C (0.212, -0.894, -0.290)
C (1.155, 0.072, 0.435)
C (2.340, 0.394, -0.362)
N (3.267, 0.663, -0.999)
H (-2.430, 1.668, -0.422)
H (-2.737, -0.142, 0.945)
H (0.010, -0.550, -1.307)
H (0.624, -1.905, -0.315)
H (0.617, 1.004, 0.630)
H (1.468, -0.355, 1.393)

## Properties
HOMO energy (eV): -10.73
SMILES: [H]/N=C/OCCC#N
Orbital gap (eV): 11.44
LUMO (Ha): 0.02622
Net charge: 0
Strongest force on any atom (eV/A): 1.11
Energy above the lowest of the compared OMol25 structures with the same formula, charge and spin (kJ/mol): 125.90
Energy (a.u.): -340.7470